No. 1
C16H14BCaF5N6 | ωB97M-V with the def2-TZVPD basis set

Values from the calculation:
- Kohn-Sham gap (alpha / beta) (eV) = 6.8 / 6.0
- E_LUMO (alpha / beta) (eV) = -2.147 / -2.953

```
43
Properties=species:S:1:pos:R:3:nbo_charge:R:1
H 3.01083 -0.95934 1.06846 0.215
N 1.77379 -0.08333 -0.42516 -0.416
B 0.75482 0.74632 -2.61798 0.570
N 1.90595 0.05218 -1.79202 -0.325
C 3.08700 -0.48975 -2.17795 0.004
Ca -0.15588 0.53744 0.89518 1.657
H 3.37062 -0.47917 -3.20700 0.221
C 3.73399 -0.99584 -1.04956 -0.356
H 4.68622 -1.49459 -0.98790 0.231
C 2.87522 -0.72263 0.02537 -0.034
H 1.06123 0.79473 -3.77359 -0.041
C -2.07579 1.57005 1.58314 -0.608
H -1.97742 1.33702 2.64704 0.215
H -2.83511 0.98565 1.06089 0.211
H -2.00152 2.61569 1.29554 0.206
N 0.57190 2.20206 -2.05609 -0.323
N -0.59961 -0.04975 -2.45989 -0.324
N 0.25798 2.39760 -0.72814 -0.405
N -1.12482 -0.21476 -1.19755 -0.411
C 0.69055 3.40772 -2.66554 0.003
C -1.39427 -0.67956 -3.36619 0.001
H 0.94633 3.46191 -3.70060 0.223
H -1.14183 -0.66446 -4.40852 0.223
C 0.43340 4.40071 -1.72846 -0.358
C -2.46334 -1.26405 -2.67841 -0.354
C 0.15869 3.72631 -0.53592 -0.051
C -2.25384 -0.94545 -1.32737 -0.036
H 0.43968 5.47097 -1.87657 0.231
H -3.28922 -1.84332 -3.07068 0.232
H -0.10725 4.15495 0.41990 0.203
H -2.85511 -1.21897 -0.47535 0.209
H 1.09445 1.66682 2.22435 0.035
F -0.30716 -2.83223 0.49579 -0.326
C -0.44579 -2.57377 1.83524 0.307
C -0.36832 -1.31428 2.35923 -0.655
C -0.48213 -0.98809 3.67911 0.284
F -0.40232 0.28393 4.18529 -0.348
C -0.68990 -2.03690 4.58597 0.252
F -0.80426 -1.73498 5.88712 -0.302
C -0.76947 -3.34516 4.09480 0.292
F -0.94679 -4.35097 4.97167 -0.306
C -0.65362 -3.63529 2.73063 0.255
F -0.70787 -4.89540 2.26171 -0.301
```

No. 2
C35H60BrN2OS2Si3Ti | ωB97M-V with the def2-TZVPD basis set

Values from the calculation:
- Kohn-Sham gap (alpha / beta) (eV) = 7.7 / 7.9
- E_LUMO (alpha / beta) (eV) = -0.048 / -0.239
- spin multiplicity = 2

```
105
Properties=species:S:1:pos:R:3:mulliken_spin:R:1
Ti 1.64035 0.66272 -0.85680 0.962
C 0.31050 2.94668 2.76541 -0.003
C 0.97021 1.91818 1.89585 0.023
N 0.74076 1.86343 0.62751 -0.032
N -0.10425 2.84179 0.08356 0.005
C 0.37088 3.33311 -1.01055 0.005
S 1.87453 2.88340 -1.78460 -0.026
S -0.72391 4.48956 -1.78712 0.001
C 0.45183 5.72563 -2.41797 -0.002
C 1.05498 6.57493 -1.33293 0.000
C 0.27879 7.53264 -0.68440 0.000
C 0.81599 8.31148 0.32743 0.000
C 2.14093 8.14001 0.70823 0.000
C 2.92160 7.19110 0.06629 0.000
C 2.38176 6.41334 -0.94968 0.000
C 1.92672 0.98347 2.49804 0.019
C 1.94244 0.83328 3.89428 0.009
C 2.86186 0.03379 4.53485 -0.002
C 3.83138 -0.62801 3.78389 0.006
C 3.85364 -0.50177 2.41349 -0.005
C 2.89784 0.27570 1.74440 0.001
O 2.95092 0.30592 0.42048 0.004
H -0.12380 3.73485 2.16106 0.001
H 1.02540 3.36690 3.46996 0.001
H -0.49143 2.47196 3.33672 0.003
H -0.16400 6.33482 -3.08103 0.000
H 1.21145 5.23961 -3.02810 0.001
H -0.75872 7.66102 -0.97252 0.000
H 0.20146 9.05439 0.82068 0.000
H 2.56215 8.74854 1.49834 0.000
H 3.95653 7.05490 0.35454 0.000
H 2.99430 5.67230 -1.44850 0.000
H 1.20242 1.35314 4.48921 0.001
H 2.83588 -0.07131 5.61138 0.000
H 4.57323 -1.24361 4.27746 0.000
H 4.58981 -1.01571 1.80999 0.000
C -4.19626 -1.62690 -0.85816 0.000
C -3.40890 -2.74545 -0.16106 0.000
C -2.70451 -3.53647 -1.27663 0.000
C -4.40863 -3.67681 0.54552 0.002
Si -2.17167 -2.02807 1.11248 0.030
Br -0.43954 -1.28037 -0.22749 -0.066
C -2.80552 -0.48484 2.05519 0.000
C -4.19414 -0.74938 2.65855 -0.001
C -1.84551 -0.13891 3.20219 0.003
C -2.89257 0.75757 1.15500 0.003
C -1.31150 -3.33232 2.22631 0.003
C 0.01130 -2.81320 2.82285 0.003
C -0.96556 -4.58272 1.40299 0.000
C -2.22808 -3.75412 3.38496 0.000
H -4.82086 -2.07436 -1.63855 0.000
H -3.53481 -0.90409 -1.34236 0.000
H -4.85953 -1.08944 -0.18108 0.000
H -3.46775 -3.99604 -1.91379 0.000
H -2.05981 -4.33146 -0.90930 -0.001
H -2.10265 -2.87999 -1.90752 0.002
H -5.17201 -3.98985 -0.17387 0.000
H -4.92452 -3.19123 1.37731 0.000
H -3.93198 -4.58192 0.92567 0.000
H -4.20356 -1.60407 3.33869 0.000
H -4.95325 -0.91667 1.89334 0.000
H -4.50322 0.12946 3.23434 0.000
H -1.83845 -0.89829 3.98365 0.000
H -2.17201 0.79880 3.66633 0.000
H -0.81844 -0.00053 2.85345 0.003
H -3.63811 0.65979 0.36871 0.000
H -1.94130 1.00469 0.68251 0.002
H -3.18458 1.61596 1.77098 0.000
H 0.66999 -2.36372 2.07704 -0.003
H 0.55033 -3.66035 3.25978 0.000
H -0.14704 -2.08696 3.61737 0.000
H -0.31488 -4.34705 0.55591 0.000
H -1.85038 -5.09602 1.02640 0.000
H -0.42590 -5.28846 2.04295 0.000
H -2.46977 -2.92069 4.04685 0.000
H -1.70933 -4.50527 3.99004 0.000
H -3.16405 -4.20058 3.04185 0.000
C 2.65556 -2.87284 -0.46248 0.006
Si 2.59088 -2.33149 -2.28523 -0.005
C 4.36043 -2.41876 -2.93325 0.000
C 1.62487 -3.73696 -3.09395 0.002
C 1.95582 -0.60441 -2.61003 0.048
Si 0.75279 -0.16871 -3.95545 0.013
C 1.63947 0.71908 -5.35878 0.001
C -0.62312 0.99966 -3.34299 0.004
C -0.20793 -1.61304 -4.69154 0.000
H 3.59244 -3.41340 -0.29093 0.000
H 1.83976 -3.56915 -0.24253 -0.001
H 2.61199 -2.06894 0.27151 -0.003
H 4.79684 -3.41002 -2.78369 0.000
H 4.99641 -1.69455 -2.41523 0.000
H 4.39957 -2.18797 -4.00116 0.000
H 2.04217 -4.67632 -2.71571 0.000
H 1.70536 -3.75288 -4.18144 0.000
H 0.56432 -3.71900 -2.83056 -0.001
H 2.87576 -0.03395 -2.85856 -0.015
H 2.11093 1.63328 -4.98691 0.000
H 0.95248 1.00005 -6.16161 0.000
H 2.42233 0.08742 -5.78720 0.000
H -0.40383 2.04504 -3.56577 0.001
H -0.84492 0.94452 -2.26961 0.001
H -1.56080 0.74169 -3.84606 0.000
H 0.40459 -2.34105 -5.22210 0.000
H -0.91851 -1.19029 -5.41010 0.000
H -0.79108 -2.14886 -3.93686 0.000
```

No. 3
C31H33ClHgN2O2Si2 | ωB97M-V with the def2-TZVPD basis set

Values from the calculation:
- Kohn-Sham gap (eV) = 6.5
- E_LUMO (eV) = 0.378

```
72
Properties=species:S:1:pos:R:3:mulliken_charge:R:1
C -1.82068 -0.50334 5.74661 -0.519
C -2.53837 -0.03004 4.60750 -0.823
C -2.42692 -1.02862 3.56797 -0.818
H -3.04709 0.94444 4.50470 0.510
C -1.63548 -2.12088 4.08854 -0.693
C -1.27420 -1.78897 5.44090 -0.584
H -0.64556 -2.40758 6.10159 0.356
H -1.69775 0.04104 6.70419 0.413
H -2.83163 -0.96881 2.55152 0.703
H -1.33797 -3.01027 3.52371 0.507
Hg -0.23291 -0.30349 3.80413 1.806
Si 0.20575 -0.13374 1.43310 -0.515
C -0.61077 1.33215 0.66283 0.348
C 0.04311 1.99679 -0.39939 -0.613
H 1.02004 1.64531 -0.73900 0.354
C -0.53327 3.10961 -1.02008 -0.518
H -0.00504 3.61778 -1.83287 0.525
C -1.79251 3.57738 -0.61805 -0.606
H -2.24074 4.44364 -1.10609 0.385
C -2.45771 2.91760 0.41329 -0.549
H -3.44294 3.26760 0.73614 0.411
C -1.86847 1.81279 1.05160 0.059
H -2.40715 1.33184 1.86968 0.235
C -0.47824 -1.66684 0.69754 0.961
C -1.58586 -1.62826 -0.17019 -0.219
H -2.04650 -0.67140 -0.42220 0.372
C -2.12431 -2.80213 -0.71932 -0.707
H -2.99336 -2.74149 -1.37978 0.371
C -1.55574 -4.04612 -0.43431 -0.476
H -1.97311 -4.95789 -0.86275 0.394
C -0.44261 -4.10232 0.41047 -0.583
H 0.01526 -5.06795 0.64003 0.409
C 0.08497 -2.93185 0.96832 -0.663
H 0.94433 -3.00639 1.63631 0.376
H 1.60210 -0.03944 1.10171 -0.375
Si 2.65267 0.30566 -4.51377 0.448
C 1.84430 -1.34727 -4.75467 0.451
C 0.81690 -1.50420 -5.70137 -0.148
H 0.45588 -0.64163 -6.26673 0.357
C 0.23321 -2.75845 -5.92917 -0.659
H -0.56522 -2.85878 -6.66790 0.363
C 0.66450 -3.87746 -5.21099 -0.426
H 0.20975 -4.85118 -5.38700 0.387
C 1.68340 -3.73404 -4.26335 -0.554
H 2.02398 -4.60421 -3.69691 0.369
C 2.26744 -2.48070 -4.03767 -0.415
H 3.05434 -2.39070 -3.28676 0.284
C 1.44539 1.66740 -4.89652 0.278
C 0.18594 1.68951 -4.29167 -0.149
H -0.10728 0.90453 -3.59163 0.582
C -0.72086 2.72355 -4.57463 -0.786
H -1.70186 2.72964 -4.09065 0.401
C -0.37640 3.74065 -5.46613 -0.403
H -1.08093 4.54154 -5.68462 0.388
C 0.88421 3.72266 -6.07555 -0.500
H 1.15842 4.51682 -6.77461 0.361
C 1.78968 2.69754 -5.79247 -0.462
H 2.76954 2.69579 -6.27386 0.320
H 3.83075 0.46673 -5.40030 -0.217
Cl 3.32362 0.44210 -2.59169 -0.275
C 2.58923 0.19981 7.88349 -0.638
O 2.14971 1.34895 6.91355 -0.493
C 1.36660 1.02948 5.92932 0.910
O 1.05816 -0.13007 5.71131 -0.793
N 0.97071 2.11081 5.18438 -0.255
N 0.12330 1.93495 4.05151 -0.683
H 2.24474 0.53403 8.84472 0.268
H 3.66200 0.20608 7.82384 0.274
H 2.16163 -0.73510 7.59448 0.313
H 1.26428 3.05083 5.36850 0.246
H -0.77131 2.38233 4.16973 0.278
H 0.57097 2.19223 3.18742 0.346
```

No. 4
C21H27BrCrIN4O4PS2 | ωB97M-V with the def2-TZVPD basis set

Values from the calculation:
- Kohn-Sham gap (alpha / beta) (eV) = 7.2 / 7.4
- E_LUMO (alpha / beta) (eV) = -0.165 / -0.294
- spin multiplicity = 5

```
62
Properties=species:S:1:pos:R:3:mulliken_spin:R:1
Cr -0.00463 -0.09894 1.47842 3.994
Br 2.43966 1.23585 4.08568 0.004
C 0.99071 0.13292 4.61559 0.026
C 0.88450 -0.14058 5.96518 -0.003
C -0.20334 -0.87796 6.40520 0.010
C -1.16702 -1.23036 5.47967 0.010
C -0.97606 -0.91382 4.15060 0.033
N 0.13005 -0.28509 3.68167 -0.034
C -2.06194 -1.17445 3.12068 -0.020
O -3.07934 -1.74758 3.45717 0.020
O -1.76849 -0.69298 1.97320 -0.030
H 1.63821 0.21770 6.64958 0.000
H -0.29366 -1.14916 7.44805 0.001
H -2.07658 -1.74827 5.74893 0.000
I 4.69007 3.27996 0.20516 0.000
C 3.88510 1.41502 0.68792 -0.005
C 4.70809 0.31942 0.84432 0.017
C 4.10283 -0.90005 1.12840 0.016
C 2.73479 -0.95248 1.26078 0.065
N 1.93563 0.12114 1.14005 -0.161
C 2.51457 1.28547 0.82866 0.058
H 5.78058 0.40907 0.74535 0.001
H 4.69433 -1.79721 1.24303 0.000
H 2.22973 -1.88685 1.47760 -0.032
H 1.85606 2.13515 0.74732 -0.024
C -2.07168 -0.55316 -5.02636 0.001
C -2.38130 -0.00237 -3.64361 0.001
C -3.08299 -1.01072 -2.75219 0.002
O -1.19590 0.53804 -3.01490 0.003
P 0.10635 -0.15270 -2.40471 0.043
S 1.44262 1.28554 -2.41758 0.001
S -0.40013 -1.13163 -0.67643 -0.016
O 0.36842 -1.28804 -3.50854 0.001
C 1.31931 -2.38284 -3.50757 0.005
C 0.65838 -3.64228 -2.96504 0.001
C 2.61748 -2.06743 -2.78128 -0.007
H -3.00019 -0.66168 -5.58903 0.000
H -1.58061 -1.52174 -4.96492 0.000
H -1.41636 0.13551 -5.55952 0.000
H -3.00518 0.88810 -3.75433 0.000
H -2.46507 -1.89967 -2.62582 0.001
H -4.03625 -1.30033 -3.19683 0.000
H -3.26642 -0.58481 -1.76598 -0.001
H 1.53356 -2.51914 -4.57011 0.000
H 0.51145 -3.55627 -1.89041 0.001
H 1.28459 -4.51070 -3.17413 0.000
H -0.31510 -3.78570 -3.43560 0.000
H 2.42213 -1.90842 -1.72118 0.004
H 3.08296 -1.17388 -3.19272 0.000
H 3.30580 -2.90700 -2.89338 0.000
C -2.80087 4.18115 -0.71096 0.000
N -2.04991 3.48910 0.31519 0.004
C -2.25722 3.56586 1.67006 -0.008
C -1.37225 2.69904 2.23601 0.029
N -0.62676 2.10018 1.25050 -0.035
C -1.06487 2.59478 0.11008 0.030
H -3.07534 5.17365 -0.36058 0.000
H -3.70733 3.62912 -0.96054 0.000
H -2.18893 4.27777 -1.60487 0.000
H -2.99691 4.21530 2.10451 0.000
H -1.21458 2.47966 3.27890 0.000
H -0.66474 2.35173 -0.86433 -0.008
```

No. 5
C28H21N10O3SSeZr | ωB97M-V with the def2-TZVPD basis set

Values from the calculation:
- net charge = +3
- Kohn-Sham gap (eV) = 7.3
- E_LUMO (eV) = -9.723

```
65
Properties=species:S:1:pos:R:3:nbo_charge:R:1
Zr -0.39678 0.05008 -0.12084 2.375
N -2.65973 3.51489 1.13914 -0.448
C -2.81218 2.90060 2.35254 -0.014
C -2.29956 1.64898 2.21001 -0.041
N -1.84381 1.48895 0.92220 -0.594
C -2.07985 2.64616 0.30058 0.346
C -1.67678 2.79163 -1.07393 0.332
N -1.01019 1.80025 -1.65220 -0.562
C -0.73208 2.22462 -2.93163 -0.090
C -1.24907 3.46991 -3.11669 -0.018
N -1.84284 3.81292 -1.93212 -0.459
H -2.94907 4.46060 0.93619 0.454
H -3.25968 3.38120 3.20548 0.273
H -2.24230 0.87784 2.95541 0.251
H -0.17602 1.62680 -3.63454 0.242
H -1.24840 4.11519 -3.97873 0.272
H -2.33259 4.67984 -1.76710 0.455
C -2.02779 -2.64093 3.22866 -0.205
C -2.71707 -3.62329 2.53773 -0.087
C -2.76476 -3.55556 1.15404 -0.194
C -2.12431 -2.51516 0.50240 0.183
N -1.47430 -1.53865 1.17122 -0.577
C -1.42608 -1.62511 2.51046 0.077
C -2.15582 -2.37078 -0.96479 0.200
C -2.47619 -3.42619 -1.80475 -0.205
C -2.61029 -3.19601 -3.16437 -0.084
C -2.44298 -1.90202 -3.63763 -0.233
C -2.07291 -0.91434 -2.74766 0.088
N -1.89503 -1.12874 -1.43261 -0.582
H -1.95976 -2.64896 4.30695 0.264
H -3.20948 -4.42779 3.06761 0.264
H -3.31892 -4.29825 0.59902 0.252
H -0.87141 -0.85870 3.02817 0.234
H -2.61948 -4.42109 -1.40912 0.256
H -2.85809 -4.00673 -3.83664 0.264
H -2.58664 -1.65978 -4.68113 0.263
H -1.93864 0.09671 -3.09660 0.224
O 1.24381 -1.29528 0.46900 -0.682
C 1.53049 -0.50134 1.41522 0.664
N 0.57046 0.35545 1.77428 -0.992
S 1.17199 1.61348 2.70666 2.320
O 1.23092 2.76759 1.82905 -0.942
O 0.41130 1.75870 3.89629 -0.867
C 2.75753 0.83555 2.92331 -0.310
C 3.79854 1.19392 3.74484 -0.165
C 4.92220 0.36558 3.75650 -0.127
C 4.97268 -0.78264 2.97599 -0.168
C 3.90582 -1.14688 2.16092 -0.143
C 2.79088 -0.32520 2.13981 -0.119
H 3.74725 2.07547 4.37076 0.264
H 5.75588 0.62350 4.39521 0.260
H 5.84977 -1.41458 3.01371 0.257
H 3.93247 -2.05489 1.57307 0.248
Se 2.68856 2.55874 -0.61292 1.267
N 3.53490 1.95407 -1.99278 -0.565
C 2.92916 0.87490 -2.46918 0.111
C 3.28877 0.05287 -3.56427 -0.080
C 2.45840 -0.99923 -3.84731 -0.260
C 1.29110 -1.23374 -3.08848 0.163
N 0.90321 -0.48404 -2.07193 -0.556
C 1.73419 0.53732 -1.75882 0.301
N 1.43218 1.31494 -0.72576 -0.830
H 4.17657 0.26474 -4.14657 0.275
H 2.67976 -1.66668 -4.66805 0.272
H 0.65207 -2.07138 -3.34332 0.230
```